## one
Entry from the Open Molecules 2025 dataset: a cluster of 9 separate species, C9H36N18O9 in total (the ωB97M-V functional and the def2-TZVPD basis).

## Properties
SMILES string: NC(N)=O.NC(N)=O.NC(N)=O.NC(N)=O.NC(N)=O.NC(N)=O.NC(N)=O.NC(N)=O.NC(N)=O
LUMO level (eV): -0.4
Charge: 0

Cartesian coordinates (Å):
N 1.2761 -34.9974 2.7620
C 2.3422 -35.4846 3.4332
N 2.1476 -36.6738 4.0670
O 3.4360 -34.9089 3.5107
H 1.4069 -34.1597 2.2218
H 0.5138 -35.6220 2.5792
H 1.2545 -37.1242 3.9958
H 2.9008 -37.1490 4.5228
N 5.6349 -28.0849 2.0079
C 4.3768 -27.8382 2.4571
N 3.4053 -28.7325 2.1661
O 4.0894 -26.8062 3.0750
H 5.7272 -28.7939 1.2967
H 6.1395 -27.2354 1.7972
H 3.6747 -29.6142 1.7641
H 2.6189 -28.6706 2.7962
N 3.2912 -33.6827 7.6707
C 2.6402 -34.8374 7.3607
N 3.4934 -35.9284 7.3363
O 1.4388 -34.9593 7.1606
H 2.8553 -32.8301 7.3426
H 4.2861 -33.7828 7.5962
H 4.4565 -35.9336 7.6003
H 2.9571 -36.7737 7.2290
N -0.6208 -31.1061 3.1993
C -0.3517 -31.0819 1.8719
N -1.0125 -32.0987 1.2340
O 0.5083 -30.3831 1.3357
H -0.9684 -31.9535 3.6002
H -0.1155 -30.4602 3.7932
H -0.6209 -32.3536 0.3375
H -1.8674 -32.5471 1.4928
N 6.4057 -30.2896 4.3566
C 6.8494 -29.6832 5.5161
N 7.2767 -28.4265 5.2906
O 6.8276 -30.2265 6.6147
H 6.5779 -29.9025 3.4513
H 6.0914 -31.2416 4.4350
H 7.6734 -27.7816 5.9448
H 7.0594 -28.0638 4.3787
N 2.7702 -31.2318 -0.5215
C 2.5784 -32.5785 -0.4103
N 3.6971 -33.3619 -0.4345
O 1.4852 -33.0631 -0.0990
H 3.7332 -30.9531 -0.5435
H 1.9934 -30.7450 -0.9361
H 4.4265 -33.0660 -1.0580
H 3.4409 -34.3142 -0.2254
N 8.3899 -33.0373 2.1264
C 7.4100 -33.6656 2.8175
N 6.1655 -33.1482 2.6418
O 7.6852 -34.5652 3.6116
H 9.2802 -33.4636 2.3398
H 8.3481 -32.4201 1.3405
H 6.1569 -32.2528 2.1990
H 5.4225 -33.6983 3.0524
N 3.8351 -28.5316 8.5785
C 3.3661 -29.2355 7.5116
N 3.2403 -28.5076 6.3786
O 3.1790 -30.4555 7.5502
H 3.9211 -29.0653 9.4244
H 3.9917 -27.5476 8.5134
H 2.8236 -28.9187 5.5558
H 3.4880 -27.5385 6.4209
N 2.4633 -31.9340 2.9485
C 2.6119 -31.2063 4.0758
N 3.5627 -31.7898 4.8745
O 1.9670 -30.1779 4.2842
H 1.6291 -31.8913 2.3803
H 3.0882 -32.6873 2.7157
H 3.8486 -31.3071 5.7183
H 3.7263 -32.7762 4.7587

Electronic structure analysis, Mulliken charges in units of e: atom 1 (N): -0.23, atom 2 (C): 0.59, atom 3 (N): -0.39, atom 4 (O): -0.64, atom 5 (H): 0.05, atom 6 (H): 0.18, atom 7 (H): 0.13, atom 8 (H): 0.25, atom 9 (N): -0.40, atom 10 (C): 0.62, atom 11 (N): -0.15, atom 12 (O): -0.71, atom 13 (H): 0.15, atom 14 (H): 0.26, atom 15 (H): 0.00, atom 16 (H): 0.18, atom 17 (N): -0.42, atom 18 (C): 0.68, atom 19 (N): -0.40, atom 20 (O): -0.67, atom 21 (H): 0.23, atom 22 (H): 0.23, atom 23 (H): 0.18, atom 24 (H): 0.23, atom 25 (N): -0.48, atom 26 (C): 0.43, atom 27 (N): -0.37, atom 28 (O): -0.48, atom 29 (H): 0.22, atom 30 (H): 0.22, atom 31 (H): 0.22, atom 32 (H): 0.18, atom 33 (N): -0.11, atom 34 (C): 0.62, atom 35 (N): -0.34, atom 36 (O): -0.66, atom 37 (H): 0.14, atom 38 (H): 0.03, atom 39 (H): 0.21, atom 40 (H): 0.11, atom 41 (N): -0.31, atom 42 (C): 0.52, atom 43 (N): -0.41, atom 44 (O): -0.66, atom 45 (H): 0.16, atom 46 (H): 0.23, atom 47 (H): 0.21, atom 48 (H): 0.25, atom 49 (N): -0.41, atom 50 (C): 0.59, atom 51 (N): -0.14, atom 52 (O): -0.68, atom 53 (H): 0.24, atom 54 (H): 0.16, atom 55 (H): 0.08, atom 56 (H): 0.18, atom 57 (N): -0.44, atom 58 (C): 0.66, atom 59 (N): -0.17, atom 60 (O): -0.68, atom 61 (H): 0.24, atom 62 (H): 0.14, atom 63 (H): 0.09, atom 64 (H): 0.16, atom 65 (N): 0.93, atom 66 (C): 0.39, atom 67 (N): 0.38, atom 68 (O): -0.88, atom 69 (H): -0.58, atom 70 (H): -0.02, atom 71 (H): -0.21, atom 72 (H): 0.10

=====

## two
Entry from the Open Molecules 2025 dataset: a cluster of 9 separate species, C9H36N18O9 in total (the ωB97M-V functional and the def2-TZVPD basis).

## Properties
SMILES string: NC(N)=O.NC(N)=O.NC(N)=O.NC(N)=O.NC(N)=O.NC(N)=O.NC(N)=O.NC(N)=O.NC(N)=O
LUMO level (eV): 0.3
Charge: 0

Cartesian coordinates (Å):
N 0.3849 -2.7321 5.5936
C -0.0103 -1.8333 4.6836
N -1.2446 -1.6048 4.5536
O 0.8215 -1.3654 3.9356
H -0.3111 -3.2407 6.0884
H 1.3361 -3.1081 5.7271
H -1.3993 -0.8842 3.8264
H -1.9608 -1.7965 5.2275
N -0.9843 -3.9910 -1.1464
C -1.8425 -3.1023 -1.8012
N -1.3304 -1.8097 -2.0051
O -2.9805 -3.3189 -2.0969
H -1.1712 -4.9202 -0.9071
H -0.0165 -3.6635 -1.2377
H -0.3416 -1.6413 -2.2222
H -1.7840 -1.1817 -2.6937
N 2.7387 -2.1791 -3.1039
C 2.5910 -2.4986 -1.8236
N 3.6096 -3.0609 -1.1885
O 1.4760 -2.3689 -1.1948
H 1.9252 -1.8320 -3.6449
H 3.5219 -2.4347 -3.6902
H 4.5045 -3.1429 -1.5886
H 3.5332 -3.3940 -0.2406
N -1.0034 -1.6159 1.3182
C -0.6786 -0.2821 1.5951
N 0.2579 0.2644 0.7398
O -1.1532 0.3334 2.5955
H -1.7534 -1.9499 1.8451
H -1.0186 -1.8278 0.3560
H 0.5212 1.2064 0.9706
H 0.8827 -0.3682 0.3043
N -4.2559 0.7026 -2.1798
C -3.6815 1.8781 -1.7064
N -2.4809 1.5296 -1.0272
O -4.0351 3.0060 -1.7642
H -5.1939 0.8179 -2.4897
H -4.1336 -0.0877 -1.4440
H -1.9663 0.6904 -1.2353
H -1.9126 2.3105 -0.7391
N 1.2534 0.7742 -3.1755
C 0.5267 0.3832 -4.3011
N -0.1407 1.3856 -4.8342
O 0.5167 -0.7799 -4.6522
H 1.3894 -0.0354 -2.5210
H 1.2285 1.7360 -2.7970
H -0.8750 1.2755 -5.4806
H -0.1355 2.2876 -4.4025
N -0.8092 5.6767 2.4371
C -0.7063 4.3485 2.0619
N -1.0131 3.5103 3.0557
O -0.3081 4.0659 0.9582
H -1.2661 5.9644 3.2568
H -0.4822 6.3454 1.7060
H -1.4295 3.8958 3.8692
H -1.1510 2.5237 2.8647
N 1.5053 4.4853 -1.3717
C 0.4735 4.2506 -2.1312
N -0.7684 4.3549 -1.5870
O 0.6197 3.8790 -3.2860
H 2.4670 4.4820 -1.5708
H 1.3122 4.8688 -0.4471
H -1.6257 4.3252 -2.1600
H -0.8753 4.8795 -0.7234
N 3.1255 -2.9125 3.3931
C 3.0366 -3.2920 2.0877
N 1.7169 -3.4054 1.7008
O 4.0199 -3.5784 1.4647
H 2.3634 -2.2666 3.6622
H 4.0602 -2.7119 3.6799
H 1.1024 -2.8012 2.3227
H 1.4081 -3.4176 0.7314

Electronic structure analysis, Mulliken charges in units of e: atom 1 (N): -0.43, atom 2 (C): 0.70, atom 3 (N): -0.33, atom 4 (O): -0.80, atom 5 (H): 0.15, atom 6 (H): 0.24, atom 7 (H): 0.30, atom 8 (H): 0.18, atom 9 (N): -0.21, atom 10 (C): 0.30, atom 11 (N): -0.09, atom 12 (O): -0.65, atom 13 (H): 0.16, atom 14 (H): 0.21, atom 15 (H): -0.02, atom 16 (H): 0.31, atom 17 (N): -0.30, atom 18 (C): 0.62, atom 19 (N): -0.29, atom 20 (O): -0.53, atom 21 (H): 0.16, atom 22 (H): 0.20, atom 23 (H): 0.14, atom 24 (H): 0.15, atom 25 (N): -0.22, atom 26 (C): 0.55, atom 27 (N): -0.14, atom 28 (O): -0.93, atom 29 (H): 0.26, atom 30 (H): 0.09, atom 31 (H): 0.17, atom 32 (H): 0.08, atom 33 (N): -0.46, atom 34 (C): 0.45, atom 35 (N): -0.07, atom 36 (O): -0.61, atom 37 (H): 0.26, atom 38 (H): 0.23, atom 39 (H): 0.17, atom 40 (H): 0.06, atom 41 (N): -0.34, atom 42 (C): 0.69, atom 43 (N): -0.36, atom 44 (O): -0.70, atom 45 (H): 0.04, atom 46 (H): 0.20, atom 47 (H): 0.22, atom 48 (H): 0.19, atom 49 (N): -0.45, atom 50 (C): 0.59, atom 51 (N): -0.33, atom 52 (O): -0.64, atom 53 (H): 0.16, atom 54 (H): 0.23, atom 55 (H): 0.19, atom 56 (H): 0.16, atom 57 (N): -0.25, atom 58 (C): 0.58, atom 59 (N): -0.27, atom 60 (O): -0.79, atom 61 (H): 0.21, atom 62 (H): 0.14, atom 63 (H): 0.24, atom 64 (H): 0.17, atom 65 (N): -0.45, atom 66 (C): 0.61, atom 67 (N): -0.44, atom 68 (O): -0.75, atom 69 (H): 0.35, atom 70 (H): 0.22, atom 71 (H): 0.25, atom 72 (H): 0.22

=====

Structures ranked by computed energy, the most stable listed first: two, one.

=====

## one
Entry from the Open Molecules 2025 dataset: an isolated molecule of C3H8O3S (the ωB97M-V functional and the def2-TZVPD basis).

## Properties
SMILES string: CS(=O)(=O)CCO
LUMO level (eV): 0.5
Charge: 0

Cartesian coordinates (Å):
C 1.3345 0.8967 -1.7292
S 0.2862 -0.1996 -0.5819
O -0.6272 -0.9644 -1.4512
O 1.2465 -0.6270 0.4194
C -0.9272 0.8823 0.2117
C -1.3801 0.2784 1.5594
O -0.2930 -0.2471 2.2486
H 0.7542 1.7590 -2.3221
H 1.7616 -0.0264 -2.2100
H 2.0542 1.4792 -1.0209
H -1.7948 0.8618 -0.4010
H -0.4573 1.8525 0.4541
H -1.9676 1.0128 2.1899
H -2.0107 -0.7075 1.2375
H 0.3077 -0.6748 1.3980

Electronic structure analysis, Mulliken charges in units of e: atom 1 (C): -0.85, atom 2 (S): 0.99, atom 3 (O): -0.61, atom 4 (O): -0.54, atom 5 (C): -0.61, atom 6 (C): -0.43, atom 7 (O): -0.62, atom 8 (H): 0.31, atom 9 (H): 0.32, atom 10 (H): 0.31, atom 11 (H): 0.37, atom 12 (H): 0.39, atom 13 (H): 0.32, atom 14 (H): 0.23, atom 15 (H): 0.43

=====

## two
Entry from the Open Molecules 2025 dataset: a cluster of 2 separate species, C3H8O3S in total (the ωB97M-V functional and the def2-TZVPD basis).

## Properties
SMILES string: O=C(O)CCS.O
LUMO level (eV): 0.4
Charge: 0

Cartesian coordinates (Å):
O 1.5120 2.1468 -1.1890
C 0.6398 1.4548 -1.6633
O 0.4590 1.1684 -2.9792
C -0.5358 0.7796 -0.8785
C -0.4554 0.9198 0.6781
S -1.9138 0.3439 1.5808
H -0.3147 0.5862 -3.2126
H -1.4988 1.1771 -1.2527
H -0.5256 -0.3110 -1.0676
H 0.4030 0.4589 1.2036
H -0.4604 1.9991 0.9239
H -1.7619 -0.9875 1.4168
O 1.2934 -3.3924 1.8258
H 0.9011 -2.9236 2.5968
H 2.2583 -3.4200 2.0170

Electronic structure analysis, Mulliken charges in units of e: atom 1 (O): -0.53, atom 2 (C): 0.73, atom 3 (O): -0.50, atom 4 (C): -0.55, atom 5 (C): -0.76, atom 6 (S): -0.21, atom 7 (H): 0.37, atom 8 (H): 0.34, atom 9 (H): 0.35, atom 10 (H): 0.36, atom 11 (H): 0.30, atom 12 (H): 0.10, atom 13 (O): -0.65, atom 14 (H): 0.32, atom 15 (H): 0.33

=====

Structures ranked by computed energy, the most stable listed first: two, one.

=====

## one
Entry from the Open Molecules 2025 dataset: an isolated molecule of C3H3FN2O2 (the ωB97M-V functional and the def2-TZVPD basis).

## Properties
SMILES string: [H]/N=c1\c(F)con1O
LUMO level (eV): 0.5
Charge: 0

Cartesian coordinates (Å):
H 0.7293 -1.9548 1.3834
N 0.1125 -1.1181 1.3344
C 0.4059 -0.2760 0.4536
C 0.8434 -0.2343 -0.9596
F 1.7300 -1.1536 -1.2679
C 0.0989 0.7193 -1.4890
O -0.8546 1.2170 -0.7822
N -0.3162 1.0245 0.5475
O -1.3306 0.8813 1.4766
H -0.0159 1.0644 -2.5440
H -1.4026 -0.1698 1.8472

Electronic structure analysis, Mulliken charges in units of e: atom 1 (H): 0.26, atom 2 (N): -0.68, atom 3 (C): 0.43, atom 4 (C): 0.48, atom 5 (F): -0.25, atom 6 (C): -0.37, atom 7 (O): -0.23, atom 8 (N): 0.04, atom 9 (O): -0.45, atom 10 (H): 0.37, atom 11 (H): 0.40

=====

## two
Entry from the Open Molecules 2025 dataset: an isolated molecule of C3H3FN2O2 (the ωB97M-V functional and the def2-TZVPD basis).

## Properties
SMILES string: [H]/N=c1\c(F)con1O
LUMO level (eV): 0.5
Charge: 0

Cartesian coordinates (Å):
H 0.7453 2.1719 0.2297
N -0.2582 1.9827 0.0133
C 0.0597 0.8014 -0.2370
C 1.2343 -0.1842 -0.1069
F 2.4744 0.2305 -0.1350
C 0.7900 -1.4532 -0.0631
O -0.6355 -1.4652 0.0282
N -0.9812 -0.1317 -0.4875
O -2.3247 -0.0133 -0.1376
H 1.3655 -2.2547 0.0665
H -2.4696 0.3156 0.8293

Electronic structure analysis, Mulliken charges in units of e: atom 1 (H): 0.27, atom 2 (N): -0.64, atom 3 (C): 0.33, atom 4 (C): 0.46, atom 5 (F): -0.26, atom 6 (C): -0.43, atom 7 (O): -0.30, atom 8 (N): 0.08, atom 9 (O): -0.37, atom 10 (H): 0.51, atom 11 (H): 0.34

=====

Structures ranked by computed energy, the most stable listed first: one, two.